C38H50Cl5N3PtSi2Te2 | ωB97M-V/def2-TZVPD

```
101
Properties=species:S:1:pos:R:3
Pt -1.268 -2.405 -0.470
C 1.373 -3.632 1.061
N 0.042 -4.229 0.895
C 0.229 -5.563 0.292
C -0.693 -4.190 2.095
C -0.977 -5.315 2.832
C -1.651 -5.227 4.060
C -2.034 -3.991 4.589
C -1.846 -2.879 3.816
C -1.246 -2.942 2.526
N -1.305 -1.929 1.646
C -1.745 -0.653 2.008
C -1.418 0.032 3.152
C -1.940 1.281 3.445
C -2.879 1.866 2.594
C -3.166 1.230 1.402
C -2.565 0.027 1.069
N -2.913 -0.654 -0.141
C -3.119 0.207 -1.349
C -4.178 -1.434 0.158
H 1.967 -4.186 1.809
H 1.325 -2.595 1.414
H 1.908 -3.619 0.082
H 0.759 -6.219 0.994
H 0.815 -5.405 -0.649
H -0.768 -6.027 0.063
H -0.623 -6.278 2.541
H -1.831 -6.134 4.563
H -2.514 -3.917 5.597
H -2.268 -1.961 4.154
H -0.742 -0.404 3.864
H -1.607 1.897 4.269
H -3.343 2.781 2.828
H -3.835 1.681 0.693
H -4.063 0.756 -1.284
H -3.224 -0.456 -2.216
H -2.232 0.843 -1.511
H -4.962 -0.751 0.396
H -3.976 -2.109 1.021
H -4.393 -2.017 -0.727
Cl -3.099 -4.694 -0.444
C -2.794 -4.214 -2.114
C -1.968 -3.123 -2.330
C -1.967 -2.639 -3.636
Cl -1.075 -1.218 -3.987
C -2.724 -3.238 -4.660
Cl -2.886 -2.549 -6.254
C -3.482 -4.378 -4.418
Cl -4.472 -5.058 -5.607
C -3.514 -4.883 -3.091
Cl -4.498 -6.260 -2.665
C 1.772 -1.470 -2.503
Te 0.424 -0.478 -1.167
C 2.223 -0.222 -0.047
C 3.337 -0.185 -1.063
C 4.556 0.500 -0.856
C 5.592 0.329 -1.794
C 5.384 -0.419 -2.926
C 4.166 -0.985 -3.159
C 3.130 -0.861 -2.265
H 1.504 -1.413 -3.556
H 1.747 -2.528 -2.172
H 2.392 -1.041 0.659
H 2.146 0.625 0.627
H 4.784 1.139 0.028
H 6.518 0.866 -1.738
H 6.178 -0.462 -3.661
H 4.038 -1.555 -4.077
C 3.752 4.281 3.338
Si 2.122 3.553 2.974
C 1.853 1.810 3.485
C 0.765 4.639 3.536
C 1.908 3.676 1.085
Te -0.090 3.459 0.530
C -0.198 5.007 -0.913
Si 0.272 4.568 -2.703
C -0.789 3.149 -3.283
C 2.054 4.047 -2.477
C 0.061 6.165 -3.653
H 3.870 4.440 4.387
H 3.730 5.249 2.875
H 4.666 3.726 2.993
H 2.192 1.704 4.543
H 2.466 1.044 2.986
H 0.798 1.500 3.430
H 0.865 4.922 4.595
H -0.190 4.029 3.506
H 0.762 5.574 2.959
H 2.413 2.782 0.645
H 2.376 4.587 0.618
H 0.533 5.729 -0.556
H -1.209 5.404 -0.856
H -0.658 2.242 -2.681
H -0.535 2.789 -4.326
H -1.826 3.428 -3.260
H 2.097 3.174 -1.801
H 2.518 4.805 -1.831
H 2.741 3.939 -3.316
H -1.005 6.417 -3.779
H 0.587 6.151 -4.656
H 0.592 6.949 -3.101
```

**Max |F|**: 1.8 eV Å⁻¹
**Energy above the lowest of the compared OMol25 structures with the same formula, charge and spin**: 0.0 kcal per mole
**Multiplicity**: 5
**HOMO level (alpha / beta)**: -11.74 / -12.70 eV
**Frontier orbital gap (alpha / beta)**: 0.2509 / 0.1702 hartree
**Net charge**: +2

Mulliken population analysis, charges in e, atoms 1 to 2: Pt 1.48; C -0.99

---

C38H50CoN3O3P2 | ωB97M-V/def2-TZVPD

```
97
Properties=species:S:1:pos:R:3
Co -0.013 0.105 -0.384
C -2.809 3.523 -1.171
C -2.344 3.009 0.189
C -3.337 2.011 0.780
P -0.635 2.291 0.197
C 0.424 3.692 -0.391
C 1.821 3.621 0.229
C 0.538 3.619 -1.916
C -0.339 2.157 1.975
C -0.333 3.274 2.806
C 0.074 3.216 4.127
C 0.063 4.425 5.023
C 0.547 1.980 4.569
C 0.528 0.856 3.770
C 0.006 0.877 2.455
N -0.067 -0.211 1.595
C -0.057 -1.508 2.077
C -0.247 -1.907 3.418
C -0.142 -3.229 3.811
C 0.112 -4.259 2.912
C 0.266 -5.691 3.351
C 0.136 -3.900 1.572
C 0.030 -2.582 1.153
P -0.433 -2.148 -0.537
C -2.153 -2.860 -0.518
C -2.828 -2.983 -1.882
C -3.027 -2.079 0.463
C 0.455 -3.257 -1.713
C 1.945 -3.274 -1.395
C 0.257 -2.764 -3.150
H -3.838 3.883 -1.089
H -2.195 4.353 -1.525
H -2.796 2.732 -1.921
H -2.265 3.864 0.872
H -3.476 1.173 0.098
H -2.997 1.625 1.743
H -4.307 2.495 0.926
H -0.068 4.629 -0.099
H 2.254 2.632 0.064
H 2.473 4.355 -0.252
H 1.812 3.814 1.300
H 1.075 2.717 -2.209
H -0.431 3.604 -2.419
H 1.102 4.480 -2.286
H -0.621 4.236 2.389
H -0.138 5.332 4.451
H -0.706 4.345 5.795
H 1.021 4.554 5.530
H 0.971 1.898 5.565
H 0.993 -0.041 4.148
H -0.513 -1.182 4.171
H -0.271 -3.464 4.864
H 0.353 -5.758 4.436
H -0.590 -6.301 3.049
H 1.159 -6.145 2.918
H 0.214 -4.680 0.818
H -1.996 -3.869 -0.117
H -2.864 -2.025 -2.404
H -2.331 -3.716 -2.517
H -3.860 -3.315 -1.740
H -3.136 -1.047 0.129
H -4.021 -2.530 0.514
H -2.602 -2.074 1.467
H 0.033 -4.264 -1.605
H 2.325 -2.256 -1.460
H 2.163 -3.646 -0.395
H 2.478 -3.890 -2.125
H -0.785 -2.601 -3.420
H 0.781 -1.819 -3.288
H 0.679 -3.492 -3.848
C 4.223 1.913 -3.973
C 3.086 1.137 -4.153
C 2.430 0.554 -3.080
C 2.869 0.736 -1.754
C 4.040 1.516 -1.599
C 4.694 2.086 -2.676
N 2.198 0.217 -0.655
C 3.079 -0.207 0.351
C 4.132 -1.104 0.079
C 4.966 -1.573 1.077
C 4.805 -1.157 2.395
C 3.817 -0.224 2.673
C 2.988 0.253 1.668
H 4.732 2.363 -4.816
H 2.697 0.970 -5.152
H 1.552 -0.042 -3.263
H 4.427 1.679 -0.600
H 5.582 2.683 -2.497
H 4.292 -1.423 -0.943
H 5.754 -2.275 0.824
H 5.452 -1.533 3.178
H 3.702 0.160 3.681
H 2.279 1.035 1.886
O -1.889 0.543 -3.808
N -1.591 0.403 -2.631
O -2.437 0.243 -1.737
O -0.354 0.397 -2.305
```

**Max |F|**: 0.7 eV Å⁻¹
**Energy above the lowest of the compared OMol25 structures with the same formula, charge and spin**: 1.0 kcal per mole
**Multiplicity**: 2
**HOMO level (alpha / beta)**: -3.63 / -3.59 eV
**Frontier orbital gap (alpha / beta)**: 0.2305 / 0.2291 hartree
**Net charge**: -1

Mulliken population analysis, charges in e, atoms 1 to 2: Co 1.47; C -1.64

---

C38H51BBrIrN6O3S4 | ωB97M-V/def2-TZVPD

```
105
Properties=species:S:1:pos:R:3
Ir 2.445 0.119 0.514
C 1.619 0.275 -4.537
C 0.588 0.078 -3.467
C -0.661 -0.427 -3.711
C -1.557 -0.687 -2.642
N -1.230 -0.384 -1.402
N -0.047 0.174 -1.184
B 0.375 0.714 0.210
N -0.547 0.234 1.367
N -1.855 0.397 1.212
C -2.657 0.030 2.195
C -2.144 -0.627 3.338
C -0.791 -0.752 3.517
C -0.171 -1.349 4.745
C 0.000 -0.216 2.484
S 1.710 0.006 2.704
C -4.134 0.340 2.088
C -4.929 -0.977 2.114
C -4.440 1.110 0.803
C -4.538 1.201 3.298
N 0.330 2.277 0.159
N -0.731 2.766 -0.512
C -0.865 4.062 -0.607
C 0.028 4.930 0.084
C 1.115 4.442 0.740
C 2.127 5.314 1.418
C 1.287 3.034 0.693
S 2.779 2.317 1.204
C -1.988 4.612 -1.463
C -1.399 5.606 -2.475
C -2.702 3.482 -2.204
C -2.993 5.334 -0.551
C 0.858 0.384 -2.123
S 2.374 1.061 -1.583
C -2.946 -1.243 -2.903
C -2.974 -2.141 -4.147
C -3.447 -2.042 -1.695
C -3.844 -0.017 -3.157
H 1.410 -0.359 -5.396
H 2.623 0.060 -4.168
H 1.618 1.311 -4.886
H -0.953 -0.672 -4.723
H -2.825 -0.995 4.095
H -0.879 -2.002 5.251
H 0.107 -0.557 5.445
H 0.732 -1.912 4.511
H -4.570 -1.680 1.360
H -5.977 -0.763 1.910
H -4.877 -1.466 3.089
H -4.302 0.472 -0.070
H -3.788 1.979 0.698
H -5.475 1.449 0.820
H -4.359 0.696 4.248
H -5.606 1.409 3.236
H -4.008 2.155 3.304
H -0.141 5.999 0.059
H 1.719 6.305 1.598
H 3.012 5.424 0.785
H 2.457 4.886 2.366
H -0.641 5.133 -3.105
H -0.952 6.475 -1.991
H -2.196 5.970 -3.123
H -2.017 2.943 -2.864
H -3.507 3.899 -2.808
H -3.131 2.771 -1.499
H -2.527 6.140 0.018
H -3.457 4.637 0.150
H -3.781 5.774 -1.162
H -2.189 -2.900 -4.118
H -2.887 -1.572 -5.074
H -3.932 -2.659 -4.182
H -2.974 -3.026 -1.664
H -4.524 -2.189 -1.770
H -3.217 -1.531 -0.761
H -3.521 0.528 -4.047
H -3.820 0.672 -2.312
H -4.871 -0.345 -3.315
O 2.219 -1.626 -0.619
S 3.462 -2.585 -0.892
C 3.011 -3.353 -2.466
C 3.133 -4.855 -2.224
C 2.502 -5.105 -0.857
C 3.126 -4.078 0.086
H 3.683 -2.974 -3.234
H 1.986 -3.040 -2.678
H 4.187 -5.141 -2.212
H 2.650 -5.422 -3.017
H 2.698 -6.117 -0.506
H 1.420 -4.972 -0.903
H 4.094 -4.405 0.471
H 2.493 -3.771 0.920
Br 6.744 -1.254 0.569
C 6.480 -2.225 2.170
C 7.614 -2.832 2.681
C 7.537 -3.616 3.823
C 6.327 -3.780 4.483
C 5.200 -3.155 3.998
C 5.243 -2.375 2.828
C 3.970 -1.751 2.421
O 2.955 -1.979 3.122
O 3.928 -1.034 1.341
H 8.561 -2.697 2.179
H 8.429 -4.098 4.199
H 6.269 -4.392 5.372
H 4.259 -3.258 4.518
```

**Max |F|**: 1.2 eV Å⁻¹
**Energy above the lowest of the compared OMol25 structures with the same formula, charge and spin**: 32.0 kcal per mole
**Multiplicity**: 2
**HOMO level (alpha / beta)**: -15.61 / -15.61 eV
**Frontier orbital gap (alpha / beta)**: 0.1821 / 0.1731 hartree
**Net charge**: +3

Mulliken population analysis, charges in e, atoms 1 to 2: Ir 3.62; C -1.87

---

C38H51BLiN11S2 | ωB97M-V/def2-TZVPD

```
104
Properties=species:S:1:pos:R:3
Li 0.780 0.122 0.443
C 0.712 2.996 2.616
C -0.655 2.531 2.225
C -1.881 2.935 2.788
C -2.841 2.202 2.121
C -4.321 2.245 2.327
N -2.203 1.423 1.218
N -0.867 1.626 1.284
B -2.882 0.348 0.346
N -2.918 0.774 -1.145
N -1.903 1.433 -1.740
C -2.280 1.682 -2.981
C -1.416 2.409 -3.954
C -3.578 1.188 -3.207
C -3.954 0.621 -2.006
C -5.294 0.035 -1.689
N -2.232 -1.042 0.634
N -0.972 -1.155 1.114
C -0.822 -2.390 1.569
C 0.420 -2.827 2.274
C -2.010 -3.116 1.369
C -2.879 -2.224 0.776
C -4.286 -2.498 0.360
H 0.637 3.733 3.415
H 1.315 2.153 2.953
H 1.230 3.447 1.768
H -2.045 3.654 3.576
H -4.552 3.011 3.067
H -4.847 2.484 1.400
H -4.704 1.288 2.687
H -4.034 0.269 0.687
H -0.477 2.668 -3.474
H -1.202 1.782 -4.823
H -1.908 3.323 -4.298
H -4.160 1.233 -4.116
H -5.981 0.280 -2.499
H -5.256 -1.049 -1.588
H -5.689 0.442 -0.758
H 1.196 -2.074 2.151
H 0.217 -2.943 3.342
H 0.781 -3.784 1.894
H -2.211 -4.147 1.618
H -4.615 -3.435 0.809
H -4.960 -1.700 0.676
H -4.360 -2.595 -0.725
S -0.697 -1.340 -2.758
C -1.592 -2.592 -3.253
N -2.893 -2.517 -3.704
C -3.256 -3.553 -4.647
C -2.650 -4.828 -4.079
S -1.076 -4.290 -3.308
H -3.193 -1.565 -3.878
H -2.842 -3.359 -5.646
H -4.343 -3.623 -4.726
H -2.431 -5.567 -4.846
H -3.283 -5.269 -3.309
N 2.241 0.058 1.971
C 3.229 -0.144 2.564
N 4.269 -0.226 3.309
C 5.230 -1.079 3.454
N 6.141 -1.772 3.684
C 1.917 -4.760 -0.445
C 2.511 -3.595 -1.198
C 3.477 -3.824 -2.190
C 4.063 -2.736 -2.823
C 5.109 -2.962 -3.889
C 3.693 -1.438 -2.497
C 2.661 -1.150 -1.551
C 2.128 -2.313 -0.899
N 2.151 0.036 -1.200
C 2.705 1.296 -1.641
C 2.693 1.550 -3.167
C 3.231 2.951 -3.490
C 4.662 3.099 -2.960
C 4.667 2.893 -1.442
C 3.774 3.948 -0.782
C 2.347 3.797 -1.317
C 2.359 4.024 -2.831
C 1.837 2.392 -0.998
C 4.147 1.490 -1.121
H 1.960 -5.674 -1.042
H 0.875 -4.566 -0.182
H 2.473 -4.937 0.482
H 3.764 -4.838 -2.453
H 5.320 -4.027 -4.004
H 6.044 -2.452 -3.643
H 4.769 -2.580 -4.856
H 4.219 -0.639 -3.003
H 1.370 -2.136 -0.145
H 1.666 1.435 -3.525
H 3.297 0.808 -3.689
H 3.232 3.100 -4.578
H 5.046 4.097 -3.208
H 5.322 2.364 -3.436
H 5.692 2.998 -1.063
H 4.160 4.954 -0.997
H 3.782 3.812 0.304
H 1.695 4.542 -0.845
H 2.762 5.020 -3.058
H 1.343 3.985 -3.229
H 0.799 2.255 -1.318
H 1.861 2.225 0.082
H 4.143 1.310 -0.042
H 4.806 0.742 -1.570
```

**Max |F|**: 0.8 eV Å⁻¹
**HOMO level**: -0.73 eV
**Frontier orbital gap**: 0.1629 hartree
**Net charge**: -2

Mulliken population analysis, charges in e, atoms 1 to 2: Li 1.16; C -1.02

---

- Which value of net charge does entry 3 give?
  +3

---

- Among the records above, which one has the highest net charge?
  C38H51BBrIrN6O3S4

---

- What is the net charge in the first record?
  +2

---

- Among the records above, which one has the lowest net charge?
  C38H51BLiN11S2